12
Properties=species:S:1:pos:R:3:forces:R:3 method="wB97M-V/def2-TZVPD" smiles=C#C[C@@H](C#N)CO e_homo_ev=-10.33 multiplicity=1 e_tot_ha=-323.372942 charge=0
C -1.30799 0.23091 2.00383 0.3 0.3 -0.6
C -0.68948 0.41965 0.98504 -0.8 -0.2 0.0
C -0.05828 0.43125 -0.33587 -1.7 -1.8 -1.9
C -0.67066 1.24100 -1.39485 0.4 2.5 0.2
N -1.32667 1.77002 -2.19080 0.7 -0.5 0.5
C 1.29887 -0.28672 -0.34787 0.2 0.3 -0.4
O 0.99020 -1.66187 -0.23488 0.4 -0.3 0.3
H -1.91701 0.10264 2.87455 0.3 0.1 -0.1
H -0.61518 -0.32372 -1.07136 0.6 -0.6 2.3
H 2.01628 0.01480 0.43111 -0.5 0.2 -0.1
H 1.76519 -0.14302 -1.31839 0.1 -0.1 -0.1
H 0.51472 -1.79495 0.59949 0.2 0.0 -0.2



12
Properties=species:S:1:pos:R:3:forces:R:3 method="wB97M-V/def2-TZVPD" e_homo_ev=-8.27 multiplicity=1 e_tot_ha=-323.348827 charge=0
O -1.88627 -0.61818 1.84308 0.4 0.0 -0.4
C -1.12029 -0.79046 0.92713 -0.1 0.0 0.2
C -0.33086 0.32868 0.26732 -0.1 0.0 0.2
C 1.25563 0.06973 0.19928 0.2 0.0 0.5
C -0.66543 0.46222 -1.23577 -0.1 0.1 -0.2
C 0.56860 0.10803 -1.57209 0.3 -0.1 0.0
N 1.69888 -0.28209 -1.27345 -0.6 0.1 -0.2
H -0.98146 -1.79393 0.46974 0.0 0.1 0.0
H -0.54146 1.25316 0.81692 0.1 -0.1 -0.1
H 1.55369 -0.81931 0.75216 -0.1 0.1 0.0
H 1.80602 0.95375 0.51912 0.0 -0.1 0.0
H -1.35704 1.12840 -1.71344 0.0 0.0 0.0



12
Properties=species:S:1:pos:R:3:forces:R:3 method="wB97M-V/def2-TZVPD" e_homo_ev=-11.17 multiplicity=1 e_tot_ha=-323.355510 charge=0
O -1.88828 0.37654 0.55500 0.0 0.2 0.0
C -0.76677 -0.43194 0.76800 0.2 -0.2 0.1
C 0.20874 -0.37911 -0.43532 0.0 0.0 0.0
C 1.05206 2.07601 -0.15303 -0.3 -0.6 -0.4
C 0.55493 1.05476 -0.78738 0.3 0.4 0.3
C 1.41174 -1.17048 -0.13887 0.9 -0.6 0.3
N 2.34012 -1.80679 0.13088 -1.0 0.7 -0.3
H -1.59630 1.29829 0.59457 -0.1 -0.1 0.0
H -0.22074 -0.16251 1.68346 -0.1 0.0 -0.1
H -1.12780 -1.45810 0.87261 0.1 0.1 0.0
H -0.29107 -0.83538 -1.29515 0.1 0.1 0.1
H 0.32339 1.43871 -1.79476 0.1 0.1 0.1



12
Properties=species:S:1:pos:R:3:forces:R:3 method="wB97M-V/def2-TZVPD" e_homo_ev="-7.80 / -7.80" multiplicity=1 e_tot_ha=-323.376547 charge=0
O -0.08933 -0.94720 2.57335 0.0 0.1 -0.3
C -0.02720 -0.49490 1.43290 0.1 -0.1 0.1
C -0.33488 0.93179 1.22142 -0.1 0.6 0.0
C -0.53910 2.11654 1.12112 0.1 -0.5 0.0
C 0.44347 -1.26381 0.32379 0.0 0.0 0.1
C -0.24346 0.01847 -1.65294 0.1 0.0 0.1
N 0.41395 -0.89628 -0.98668 -0.1 0.1 -0.2
H -0.71432 3.16679 1.04073 0.0 -0.2 0.0
H 0.92037 -2.21158 0.53127 0.0 0.1 0.0
H -0.03055 0.13806 -2.70503 0.0 -0.1 0.1
H -0.96341 0.63919 -1.14500 0.1 0.0 0.0
H 1.02194 -1.46954 -1.56397 -0.1 0.0 0.1



12
Properties=species:S:1:pos:R:3:forces:R:3 method="wB97M-V/def2-TZVPD" smiles="N#C[C@@H]1C[C@@H]1C=O" e_homo_ev=-10.11 multiplicity=1 e_tot_ha=-323.448439 charge=0
N 0.26373 2.90941 0.18919 -0.5 -1.2 -0.1
C -0.22464 1.86632 0.06067 0.6 1.3 0.1
C -0.84575 0.57196 -0.08490 -0.7 0.5 0.5
C -0.53637 -0.50472 0.93243 -1.5 0.0 -1.1
C -0.09230 -0.58361 -0.58680 -0.5 0.1 2.4
C 1.33046 -0.67769 -0.52211 0.6 -0.4 -2.6
O 1.76776 -1.49601 -1.29765 1.7 -0.3 0.4
H -1.85853 0.61462 -0.47582 0.1 0.1 0.2
H 0.13625 -0.23048 1.74107 0.3 -0.3 -0.5
H -1.35015 -1.16205 1.21724 0.0 0.2 0.0
H -0.51906 -1.24683 -1.32902 -0.2 0.0 0.4
H 1.94996 -0.01400 0.08557 0.1 0.0 0.4



12
Properties=species:S:1:pos:R:3:forces:R:3 method="wB97M-V/def2-TZVPD" e_homo_ev=-11.14 multiplicity=1 e_tot_ha=-323.352414 charge=0
O 0.78148 -1.11106 -1.48667 -0.1 -0.2 0.1
C 1.03260 -0.12355 -0.53033 0.1 0.2 0.2
C -0.27442 0.53970 -0.00534 0.0 0.2 -0.1
C -1.01499 -1.53654 0.92518 -0.4 0.4 -0.3
C -1.40884 -0.43979 0.34752 0.3 -0.6 0.3
C 0.03294 1.39495 1.14879 0.2 0.6 0.7
N 0.30685 2.03615 2.07142 -0.3 -0.6 -0.9
H 0.42466 -1.88388 -1.02426 0.0 0.1 -0.2
H 1.62038 -0.50028 0.31856 -0.1 0.0 -0.1
H 1.60727 0.66490 -1.02610 0.0 -0.2 0.1
H -0.67210 1.15997 -0.81000 0.1 0.1 0.0
H -2.43583 -0.20056 0.07125 0.2 -0.1 0.2



Looking at relative energy (zero: lowest compared OMol25 entry of this formula, charge and spin) for the records above, in order, we have 92.1, 107.2, 103.0, 89.8, 44.7, 105.0 kcal per mole.